C28H67Cl3N6O11 | ωB97M-V with the def2-TZVPD basis set

Each line ends with the Mulliken charge.
Cartesian coordinates (Å):
C: -2.53052 7.80496 10.56514  -0.635
C: -2.05272 7.15592 9.30299  0.571
O: -2.63543 7.13860 8.27492  -0.513
N: -0.69357 6.56614 9.42384  1.653
H: -0.03164 7.22868 8.95318  -0.540
H: -0.40443 6.57321 10.43348  0.013
C: -0.56451 5.20169 8.79560  -0.695
H: -2.69335 6.96874 11.25985  0.037
H: -3.54674 8.19274 10.51605  0.637
H: -1.82460 8.47551 11.04445  0.173
H: 0.50784 5.05414 8.70646  0.145
H: -0.93813 5.08233 7.78582  0.313
H: -0.99227 4.50235 9.50684  0.289
C: 1.03929 7.20356 13.76251  -0.428
C: 0.48981 6.96635 12.37715  0.684
O: -0.65788 6.43974 12.27273  -1.048
O: 1.23955 7.13646 11.38553  -0.967
H: 1.98584 6.65499 13.74792  0.314
H: 0.41908 6.95060 14.61515  -0.120
H: 1.37201 8.23551 13.91490  0.030
O: 6.06388 7.71863 16.66647  -0.628
C: 6.16439 8.46439 15.70650  0.479
N: 7.09489 9.45175 15.70741  -0.365
C: 5.28208 8.37853 14.47468  -0.409
H: 7.74602 9.36467 16.47143  0.235
H: 7.16598 10.17536 15.02111  0.196
H: 5.34777 7.34863 14.12271  0.068
H: 5.50769 9.13125 13.72645  0.310
H: 4.24508 8.45766 14.80630  0.122
O: -5.04443 8.00524 13.69484  -0.704
C: -4.14210 7.17274 13.62684  0.749
N: -2.83984 7.54829 13.73381  0.110
C: -4.36710 5.67578 13.43191  -0.680
H: -2.14484 6.98059 13.24289  -0.110
H: -2.71872 8.53454 13.88574  0.126
H: -3.61076 5.29003 12.74968  0.208
H: -5.40167 5.53301 13.12950  0.296
H: -4.27197 5.14724 14.38156  0.045
C: 4.25268 5.49686 10.71541  0.593
Cl: 4.82278 4.83670 12.25981  -0.157
Cl: 2.86822 4.54424 10.12060  -0.147
Cl: 5.48882 5.71144 9.54425  -0.140
H: 3.82524 6.46870 10.94179  -0.177
C: -1.32650 5.05697 15.98323  -0.663
O: -2.11164 4.51288 17.04538  -0.390
C: -3.19328 5.36192 17.39375  -0.288
C: -3.99870 4.65044 18.45690  -0.681
N: -4.66233 3.45974 17.90803  -0.406
C: -5.18046 2.60530 18.95835  -0.848
C: -4.15909 1.54577 19.37896  -0.479
O: -4.24454 0.46566 18.46465  -0.337
C: -3.30038 -0.54244 18.76951  -0.727
H: -1.24000 6.13358 16.12404  0.281
H: -1.81922 4.80155 15.03884  0.257
H: -0.40480 4.47853 15.95517  0.330
H: -3.82657 5.70598 16.57141  0.067
H: -2.74154 6.24934 17.86074  0.423
H: -4.74325 5.34481 18.85421  0.382
H: -3.35918 4.33388 19.29248  0.364
H: -3.98221 2.96918 17.34082  0.283
H: -6.04904 2.04034 18.60036  0.344
H: -5.55799 3.08002 19.86493  0.374
H: -4.30245 1.17711 20.40210  0.522
H: -3.16598 2.00953 19.31869  0.302
H: -3.52250 -0.95441 19.75362  0.293
H: -2.27603 -0.15350 18.70112  0.294
H: -3.31007 -1.27192 17.95991  0.252
C: -0.14330 7.88570 6.28845  -0.538
O: 0.84928 7.05602 6.92931  -0.330
C: 2.12595 7.66205 7.03230  -0.565
C: 2.08243 8.94330 7.86847  -0.899
N: 1.18668 8.80206 9.02156  0.673
C: 0.77404 10.09711 9.56079  -0.588
C: -0.58426 10.55583 9.10556  -0.627
O: -0.46297 11.28261 7.87688  -0.399
C: -1.58705 12.02364 7.50936  -0.903
H: -0.95739 7.16696 6.20715  0.185
H: 0.15400 8.23674 5.30176  0.342
H: -0.43464 8.67344 6.98252  0.137
H: 2.35556 7.97501 6.00524  0.413
H: 2.87117 6.92555 7.32419  0.254
H: 1.71362 9.75256 7.23317  0.356
H: 3.06448 9.31317 8.19290  0.410
H: 1.62441 8.22194 9.72768  -0.096
H: 1.55234 10.85542 9.42606  0.406
H: 0.70966 9.93079 10.64309  -0.087
H: -1.00077 11.22624 9.86471  0.672
H: -1.25777 9.72404 8.88275  0.412
H: -1.42854 13.09706 7.68424  0.292
H: -2.52705 11.79938 8.02257  0.351
H: -1.76998 11.95973 6.43450  0.283
C: 0.03779 11.17128 13.65609  -0.503
O: 0.28665 12.52739 13.91582  -0.371
C: -0.00300 12.94207 15.22939  -0.656
C: -1.51061 13.04536 15.53184  -0.449
N: -1.82669 12.78696 16.93820  -0.385
C: -1.18720 13.78208 17.80798  -0.418
C: -1.67867 13.63909 19.24069  -0.559
O: -3.07693 13.83512 19.33751  -0.359
C: -3.64116 15.01490 18.86394  -0.694
H: 0.33380 11.00908 12.61428  0.086
H: -1.00430 10.86372 13.76641  0.158
H: 0.71722 10.47116 14.15775  0.367
H: 0.37419 13.97354 15.22396  0.312
H: 0.61854 12.52618 16.03076  0.351
H: -2.04466 12.29962 14.94397  0.455
H: -1.83226 14.06359 15.28354  0.313
H: -2.81362 12.71835 17.14091  0.278
H: -1.34785 14.79150 17.40658  0.242
H: -0.11608 13.57821 17.75577  0.314
H: -1.07969 14.30762 19.87402  0.325
H: -1.49142 12.64566 19.64343  0.318
H: -4.63898 14.77131 18.48011  0.252
H: -3.16517 15.55567 18.03988  0.280
H: -3.83456 15.76991 19.63760  0.307

Summary:
Highest occupied orbital energy = -8.42 eV
Calculated total energy = -99149.36034 eV

=====

C28H67FNS | ωB97M-V with the def2-TZVPD basis set

Each line ends with the Mulliken charge.
Cartesian coordinates (Å):
C: 2.66241 -0.22266 -1.52128  -0.942
N: 1.91053 0.65132 -2.42898  -0.124
C: 1.71227 1.94985 -1.96610  -0.294
S: 0.02363 2.14840 -1.07792  0.139
C: -0.78554 0.53008 -1.18865  -0.043
C: -1.48502 0.14619 -2.48806  -0.077
F: -0.70593 -0.72593 -3.21111  -0.346
H: 3.70467 0.09030 -1.40273  0.527
H: 2.19947 -0.19058 -0.52952  0.047
H: 2.62987 -1.25133 -1.87619  0.345
H: 2.25478 0.62278 -3.37892  0.277
H: 2.38114 2.26585 -1.15853  -0.062
H: 1.68409 2.71262 -2.74243  0.665
H: -0.67773 2.78958 -2.03304  0.205
H: -1.47310 0.54468 -0.34002  0.440
H: 0.00723 -0.18975 -0.97224  -0.167
H: -1.69839 1.01134 -3.12430  0.319
H: -2.42768 -0.35010 -2.24807  0.157
C: 0.77300 1.41856 6.12169  -1.171
C: 0.70706 2.76390 5.40928  -0.429
C: -0.23304 2.77264 4.20408  -1.079
C: 0.13850 1.77551 3.10459  -0.109
C: 1.55318 1.93585 2.55013  0.619
C: 1.80665 3.29414 1.90469  -1.265
H: 1.16262 0.63129 5.47292  0.241
H: 1.42126 1.46736 6.99648  0.393
H: -0.21816 1.10754 6.45939  0.295
H: 1.71269 3.06526 5.10025  0.210
H: 0.37173 3.53092 6.11079  0.439
H: -0.27406 3.78287 3.78769  0.346
H: -1.24818 2.54618 4.54370  0.456
H: -0.58288 1.88154 2.28261  0.084
H: 0.01850 0.75604 3.47967  0.057
H: 1.73014 1.14349 1.80960  -0.393
H: 2.28771 1.75780 3.33969  0.423
H: 1.06049 3.46634 1.12394  0.194
H: 2.80273 3.33886 1.46036  0.292
H: 1.72766 4.12295 2.60777  0.425
C: -0.37507 -2.35160 2.02745  -0.983
C: -1.43450 -2.38078 0.93232  0.103
C: -2.78356 -1.80831 1.36413  -0.477
C: -3.45648 -2.55807 2.51638  -1.036
C: -3.68318 -4.04720 2.25890  -0.415
C: -4.57320 -4.33094 1.05509  -1.198
H: -0.66266 -2.96953 2.87856  0.404
H: 0.58453 -2.72498 1.66646  0.416
H: -0.22519 -1.33390 2.40067  -0.106
H: -1.55598 -3.40150 0.56169  0.417
H: -1.07227 -1.80825 0.07282  -0.229
H: -3.45723 -1.79057 0.50178  0.402
H: -2.64566 -0.76292 1.67012  0.245
H: -4.41982 -2.08101 2.71974  0.436
H: -2.86371 -2.43663 3.42666  0.349
H: -4.13263 -4.48453 3.15315  0.409
H: -2.72225 -4.55493 2.13241  0.227
H: -5.54697 -3.84887 1.16768  0.297
H: -4.74464 -5.40046 0.93417  0.390
H: -4.12974 -3.96719 0.12572  0.268
C: 7.96211 -2.33029 1.50565  -1.215
C: 7.96055 -0.82099 1.71521  -0.352
C: 7.01667 -0.35763 2.82437  -0.844
C: 5.54380 -0.70805 2.60127  -0.941
C: 4.95698 -0.18690 1.29027  0.137
C: 4.99807 1.33217 1.16957  -0.940
H: 6.98117 -2.69982 1.20004  0.272
H: 8.67563 -2.62236 0.73487  0.385
H: 8.23595 -2.85013 2.42628  0.303
H: 7.70591 -0.32088 0.77507  0.225
H: 8.97133 -0.48796 1.96165  0.411
H: 7.12256 0.72255 2.95656  0.306
H: 7.33431 -0.80574 3.77044  0.426
H: 4.95822 -0.30627 3.43472  0.345
H: 5.41436 -1.79236 2.63776  0.403
H: 3.91877 -0.52966 1.21833  -0.133
H: 5.48588 -0.63604 0.44360  0.427
H: 4.46449 1.80364 1.99832  0.094
H: 4.54045 1.67769 0.23750  0.204
H: 6.02130 1.70884 1.18007  0.440
C: -3.60054 -1.23354 -6.35202  -1.272
C: -3.60474 0.20230 -5.84326  -0.328
C: -4.55553 0.43112 -4.66853  -0.188
C: -6.03142 0.15556 -4.96394  -0.914
C: -6.60779 0.95903 -6.12901  -0.441
C: -6.54621 2.46735 -5.92159  -1.163
H: -4.58198 -1.52897 -6.72469  0.305
H: -2.88898 -1.36361 -7.16756  0.396
H: -3.32692 -1.93029 -5.55561  0.292
H: -3.86121 0.88194 -6.66035  0.316
H: -2.58912 0.47743 -5.53695  0.272
H: -4.44592 1.46221 -4.31566  0.384
H: -4.24773 -0.21429 -3.83608  0.050
H: -6.61121 0.37232 -4.06128  0.405
H: -6.17002 -0.91026 -5.16125  0.371
H: -7.64708 0.65592 -6.27443  0.384
H: -6.08922 0.69490 -7.05516  0.224
H: -7.07413 2.75771 -5.01007  0.293
H: -7.00542 3.00001 -6.75434  0.385
H: -5.51747 2.82382 -5.83686  0.257

Summary:
Highest occupied orbital energy = -12.96 eV
Charge = +1
Calculated total energy = -45159.07894 eV

=====

Number 1: HOMO-LUMO gap 8.743 eV. Number 2: HOMO-LUMO gap 9.708 eV.